Entry 1:
Entry from the OMol25 dataset: a molecular structure, C35H50As2BrF5N6O12P2PbS at a distorted geometry (ωB97M-V/def2-TZVPD).

Structure (XYZ):
```
115
Properties=species:S:1:pos:R:3:lowdin_charge:R:1
Pb 0.4335 1.0628 -0.0550 0.83
C 5.3261 2.6029 0.1649 -0.13
N 4.4386 1.5855 0.7090 -0.28
C 4.2910 1.7668 2.1519 -0.10
P 3.0669 1.1499 -0.1495 0.57
O 2.4755 -0.0778 0.5633 -0.46
O 2.1275 2.5895 -0.1631 -0.44
P 0.8940 3.5887 -0.9698 0.60
O -0.5062 3.0491 -1.1529 -0.49
N 1.5295 4.0182 -2.4597 -0.30
C 2.4767 5.1048 -2.6067 -0.16
C 0.5873 4.0404 -3.5795 -0.18
N 0.8487 5.0621 -0.1069 -0.24
C 2.1004 5.5819 0.4574 -0.14
C -0.1815 5.1794 0.9366 -0.15
N 3.6975 0.8013 -1.7217 -0.25
C 3.9812 1.8850 -2.6568 -0.14
C 3.3190 -0.4052 -2.4829 -0.34
H 6.1733 2.7592 0.8333 0.08
H 4.8197 3.5678 0.0197 0.08
H 5.7454 2.2775 -0.7872 0.07
H 5.2780 1.8070 2.6201 0.08
H 3.7595 0.9240 2.5891 0.08
H 3.7494 2.6786 2.3980 0.07
H 2.0226 6.0831 -2.4023 0.08
H 2.8785 5.1145 -3.6227 0.08
H 3.3366 4.9654 -1.9505 0.05
H -0.1269 4.8695 -3.4825 0.08
H 0.0341 3.1105 -3.6389 -0.08
H 1.1345 4.1452 -4.5208 0.07
H 2.8583 5.7510 -0.3033 0.04
H 2.5243 4.9196 1.2139 0.07
H 1.9187 6.5549 0.9175 0.08
H -1.1643 4.9728 0.5248 0.06
H -0.1867 6.2178 1.3046 0.07
H -0.0146 4.4948 1.7602 0.05
H 4.2001 2.8192 -2.1434 0.04
H 3.1438 2.0550 -3.3402 0.08
H 4.8663 1.6323 -3.2502 0.08
H 3.4452 -1.2519 -1.8362 0.04
H 4.0262 -0.5644 -3.3359 0.08
H 2.1369 -0.3265 -2.8854 -0.03
Br -0.0893 0.9265 -2.9065 0.13
F 0.2032 -1.1516 2.3915 -0.10
C 0.6750 -0.0760 3.1500 -0.22
C 0.9304 1.0629 2.4393 -0.10
C 1.4358 2.1406 3.1619 -0.28
F 1.7585 3.3220 2.5759 0.00
C 1.6545 2.0938 4.5113 -0.16
F 2.1551 3.1691 5.1865 0.05
C 1.3639 0.9368 5.2094 -0.17
F 1.5678 0.8811 6.5517 0.06
C 0.8731 -0.1541 4.5419 -0.14
F 0.6269 -1.2524 5.3185 0.03
O -0.2646 2.6184 1.1057 -0.67
C -3.3111 -3.8987 -2.6186 -0.05
O -3.8287 -3.2898 -1.4535 -0.05
C -3.0057 -2.5368 -0.7303 -0.51
O -1.8730 -2.3363 -1.1108 0.03
C -3.4873 -1.8454 0.5122 -0.19
C -4.6215 -2.1006 1.1892 -0.24
As -5.2844 -1.0228 2.7682 1.34
C -5.7967 -2.4217 4.0627 -0.31
C -3.4214 -0.7229 3.2440 -0.28
C -3.0028 0.3232 2.4650 -0.25
As -2.0664 -0.3587 0.8303 1.33
C -2.8542 0.7124 -0.6135 -0.29
C -3.7837 1.5986 2.4508 -0.57
O -4.6078 1.8691 3.3080 0.02
O -3.4087 2.4669 1.5385 -0.07
C -3.9772 3.7546 1.5247 -0.04
C -2.5881 -1.9498 3.5062 -0.53
O -3.0960 -3.0523 3.6426 0.03
O -1.2859 -1.7736 3.6543 -0.08
C -0.5425 -2.9850 3.8747 -0.03
C -5.5812 -3.2133 0.9169 -0.50
O -5.3491 -4.2405 0.3304 0.11
O -6.7913 -3.0203 1.4832 -0.14
C -7.7677 -4.0271 1.3433 -0.07
H -4.1169 -4.4737 -3.0701 0.09
H -2.4864 -4.5676 -2.3660 0.09
H -2.9577 -3.1456 -3.3253 0.10
H -6.8641 -2.6177 3.9429 0.00
H -5.6288 -2.0395 5.0697 0.03
H -5.2735 -3.3596 3.9156 0.01
H -3.9326 0.8175 -0.4773 0.03
H -2.6562 0.1947 -1.5520 0.00
H -2.3742 1.6888 -0.6500 0.00
H -3.5226 4.2976 0.7005 0.09
H -3.7649 4.2739 2.4607 0.10
H -5.0585 3.6973 1.3769 0.09
H 0.4986 -2.7412 4.0036 0.08
H -0.6545 -3.6393 3.0092 0.10
H -0.9112 -3.4906 4.7666 0.10
H -8.6626 -3.6898 1.8620 0.09
H -7.4215 -4.9614 1.7891 0.10
H -8.0000 -4.1952 0.2902 0.09
N 1.3716 -3.6828 -1.2079 0.06
C 1.7075 -2.6187 -2.0178 -0.69
S 1.2783 -1.0781 -1.5328 0.58
N 2.4220 -2.9242 -3.1691 0.06
C 2.6326 -4.1260 -3.8266 -0.23
C 3.6335 -4.1563 -4.8095 -0.03
C 3.8966 -5.3121 -5.5203 -0.11
C 3.1589 -6.4663 -5.2843 -0.13
C 2.1475 -6.4388 -4.3356 -0.10
C 1.8762 -5.2839 -3.6145 -0.04
H 0.9747 -3.4162 -0.3209 0.08
H 1.9949 -4.4761 -1.1903 0.08
H 2.8180 -2.1173 -3.6183 0.09
H 4.2226 -3.2683 -5.0084 0.11
H 4.6815 -5.3149 -6.2669 0.09
H 3.3613 -7.3707 -5.8447 0.09
H 1.5467 -7.3236 -4.1640 0.10
H 1.0411 -5.2829 -2.9306 0.10
```

Summary:
* LUMO level: 3.839 eV
* spin multiplicity: 1
* HOMO level: 0.14 eV
* charge: -2

Entry 2:
Entry from the OMol25 dataset: a molecular structure, C35H50BF5GeMnN11O2SeSi3 at a distorted geometry (ωB97M-V/def2-TZVPD).

Structure (XYZ):
```
110
Properties=species:S:1:pos:R:3:lowdin_charge:R:1
Mn -0.0865 -0.3766 0.3665 0.63
C -4.1565 1.4686 0.5288 -0.06
C -3.2761 0.5177 0.0130 -0.25
N -2.1188 0.5338 0.6654 -0.03
N -2.2256 1.5035 1.6055 0.03
C -3.4438 2.0749 1.5378 -0.04
B -0.9921 2.0950 2.3356 -0.64
N -0.0631 2.6572 1.1975 0.05
C 0.4251 3.8664 0.8721 -0.04
C 1.1835 3.7485 -0.2768 -0.05
C 1.1011 2.3953 -0.6011 -0.18
N 0.3531 1.7472 0.2902 -0.03
N -0.1718 0.9890 3.0572 0.02
C 0.4344 1.0909 4.2495 -0.04
C 1.1552 -0.0658 4.4724 -0.03
C 0.9287 -0.8370 3.3341 -0.17
N 0.1309 -0.1960 2.4869 -0.05
N -1.4765 3.0654 3.3936 -0.03
C -1.3093 4.3906 3.6563 -0.07
C -2.0285 4.6948 4.7800 -0.05
C -2.6239 3.4716 5.1516 -0.14
N -2.2936 2.4988 4.3237 0.08
H -5.1569 1.6913 0.1970 0.11
H -3.4236 -0.1765 -0.7976 0.07
H -3.7281 2.8749 2.2013 0.13
H 0.2155 4.7410 1.4567 0.11
H 1.7093 4.5283 -0.8025 0.11
H 1.5395 1.8636 -1.4332 0.12
H 0.3113 1.9646 4.8696 0.13
H 1.7334 -0.3211 5.3444 0.10
H 1.2798 -1.8253 3.0887 0.08
H -0.6991 5.0314 3.0484 0.09
H -2.1134 5.6526 5.2654 0.10
H -3.2817 3.2692 5.9842 0.11
N 2.6241 -3.7025 -5.3712 0.19
C 2.2964 -2.3912 -5.2624 -0.50
O 2.4576 -1.5751 -6.1423 0.09
C 1.7114 -1.9794 -3.9341 -0.11
C 2.1900 -2.4599 -2.7227 0.01
C 1.6150 -2.0147 -1.5485 -0.14
N 0.6054 -1.1380 -1.5267 -0.02
C 0.1582 -0.6623 -2.7018 -0.12
C 0.6864 -1.0487 -3.9147 0.03
H 2.9860 -4.0261 -6.2531 0.12
H 2.3735 -4.3809 -4.6754 0.10
H 3.0188 -3.1551 -2.6768 0.13
H 1.9716 -2.3542 -0.5919 0.08
H -0.6417 0.0648 -2.6581 0.03
H 0.3079 -0.6314 -4.8393 0.13
C 4.1369 1.0758 0.4191 0.02
C 3.4832 -0.1142 1.0640 -0.53
N 4.2082 -0.7647 1.9910 0.20
O 2.3533 -0.4974 0.7598 -0.05
H 5.0890 1.3295 0.8819 0.08
H 3.4628 1.9279 0.4862 0.07
H 4.2989 0.8604 -0.6379 0.10
H 5.1299 -0.4657 2.2527 0.11
H 3.8044 -1.5486 2.4754 0.11
F 0.6715 6.3459 -5.8053 0.17
C 0.0913 5.4662 -5.0119 -0.12
C -0.3836 5.8660 -3.7715 -0.14
F -0.2462 7.1310 -3.3905 0.14
C -0.9863 4.9428 -2.9448 -0.26
F -1.4282 5.3587 -1.7673 0.10
C -1.1273 3.5996 -3.3238 -0.50
Se -1.9550 2.3600 -2.2004 1.01
C -0.6272 3.2325 -4.5817 -0.25
F -0.7102 1.9705 -4.9916 0.09
C -0.0300 4.1466 -5.4208 -0.14
F 0.4399 3.7785 -6.6070 0.15
C 0.8199 -4.3579 3.1118 -0.22
Si 0.2138 -4.4645 1.3327 0.35
C -0.8202 -6.0150 1.1396 -0.21
C 1.7533 -4.7930 0.2898 -0.22
Ge -1.1435 -2.5023 0.7732 0.66
Si -2.8000 -2.3817 2.5603 0.35
C -2.3117 -1.3293 4.0170 -0.20
C -4.4428 -1.7888 1.8733 -0.20
C -3.0382 -4.1385 3.1731 -0.22
Si -2.3463 -3.2553 -1.2157 0.35
C -1.0942 -4.2107 -2.2514 -0.21
C -3.6589 -4.4360 -0.5889 -0.21
C -3.1717 -2.0334 -2.3821 -0.21
H 0.9588 -5.3672 3.5126 0.04
H 0.1155 -3.8347 3.7638 0.01
H 1.7873 -3.8504 3.1727 0.01
H -0.1989 -6.8843 1.3770 0.04
H -1.1795 -6.1315 0.1136 0.02
H -1.6801 -6.0271 1.8073 0.01
H 2.0587 -5.8334 0.4411 0.04
H 2.5971 -4.1591 0.5824 0.03
H 1.5773 -4.6563 -0.7775 0.00
H -2.3624 -0.2578 3.8062 0.01
H -1.3020 -1.5605 4.3642 0.02
H -3.0002 -1.5410 4.8425 0.05
H -4.5841 -0.7227 2.0673 0.02
H -5.2614 -2.3326 2.3561 0.04
H -4.5288 -1.9423 0.7962 0.00
H -2.1419 -4.5430 3.6507 0.02
H -3.3338 -4.8122 2.3669 0.01
H -3.8441 -4.1387 3.9154 0.04
H -0.3102 -4.6442 -1.6305 -0.01
H -0.6249 -3.5580 -2.9935 0.02
H -1.5838 -5.0282 -2.7911 0.04
H -3.2279 -5.1973 0.0648 0.01
H -4.1414 -4.9454 -1.4307 0.05
H -4.4358 -3.9133 -0.0281 0.02
H -2.6041 -1.1119 -2.5363 0.00
H -4.1749 -1.7658 -2.0380 0.03
H -3.2808 -2.5154 -3.3586 0.05
```

Summary:
* LUMO level (spin up / spin down): -3.315 / -4.639 eV
* energy relative to the best compared isomer or geometry (same formula, charge and spin): 66.27 kcal per mole
* spin multiplicity: 6
* HOMO level (spin up / spin down): -10.55 / -10.50 eV
* ⟨S²⟩: 9.211
* charge: +1

Entry 3:
Entry from the OMol25 dataset: a molecular structure, C35H50GeNO2PdSi (ωB97M-V/def2-TZVPD).

Structure (XYZ):
```
91
Properties=species:S:1:pos:R:3:lowdin_charge:R:1
Pd -0.0219 0.3865 -0.0213 0.59
C -1.8867 -0.2052 0.4527 -0.36
Si -1.5858 -1.4838 1.7351 0.59
C -0.3660 -2.8127 1.1363 -0.23
N 0.9076 -2.3440 0.5902 -0.21
C 1.9652 -2.1139 1.5749 -0.20
C 3.1481 -3.0744 1.4044 -0.19
C 2.6332 -4.4817 1.1134 -0.20
C 1.8604 -4.5017 -0.2199 -0.17
C 1.3711 -3.0875 -0.5664 -0.21
C -0.9617 -0.8248 3.4401 -0.36
C -2.1670 1.3922 4.0895 -0.31
C -2.2955 1.3145 5.5873 -0.08
C -2.1913 0.1912 6.2996 -0.11
C -1.9458 -1.1704 5.8007 -0.11
C -1.4737 -1.5920 4.6188 -0.12
C -3.2039 -2.5222 1.8999 -0.21
C -3.6161 -3.2588 0.7789 -0.11
C -4.8275 -3.9357 0.7403 -0.10
C -5.6855 -3.8886 1.8305 -0.12
C -5.3171 -3.1539 2.9470 -0.10
C -4.0987 -2.4841 2.9759 -0.10
H -2.5551 0.5977 0.7608 -0.02
H -2.2496 -0.6427 -0.4846 0.01
H -0.8957 -3.3373 0.3364 0.07
H -0.2371 -3.5659 1.9376 0.09
H 1.5449 -2.2749 2.5727 0.10
H 2.3019 -1.0696 1.5413 0.09
H 3.7578 -3.0510 2.3110 0.11
H 3.7951 -2.7435 0.5858 0.11
H 1.9684 -4.7783 1.9308 0.10
H 3.4510 -5.2055 1.0991 0.10
H 1.0152 -5.1909 -0.1546 0.10
H 2.4988 -4.8638 -1.0320 0.10
H 0.5691 -3.1132 -1.3059 0.11
H 2.1800 -2.5182 -1.0342 0.11
H -2.0711 2.4498 3.8403 0.08
H -2.4838 2.2414 6.1234 0.10
H -2.3277 0.2635 7.3748 0.09
H -2.1951 -1.9540 6.5112 0.09
H -1.4122 -2.6739 4.5047 0.11
H -2.9896 -3.2892 -0.1059 0.09
H -5.1061 -4.4926 -0.1467 0.09
H -6.6342 -4.4113 1.8048 0.09
H -5.9816 -3.0964 3.8015 0.09
H -3.8462 -1.9177 3.8639 0.08
C 4.1716 0.8715 -1.4090 -0.02
C 2.7118 0.4605 -1.4975 -0.38
O 2.0005 0.8742 -0.5761 -0.10
C 2.2673 -0.3622 -2.6073 -0.12
C 3.2290 -0.7491 -3.5745 -0.07
C 2.9306 -1.5175 -4.6651 -0.12
C 1.5931 -1.9401 -4.8368 -0.11
C 0.6290 -1.5948 -3.9407 -0.03
C 0.9003 -0.7956 -2.7709 -0.39
O -0.0592 -0.5620 -1.9825 -0.13
H 4.2946 1.4481 -0.4961 0.08
H 4.4660 1.4804 -2.2651 0.08
H 4.8256 -0.0011 -1.3793 0.08
H 4.2530 -0.4247 -3.4466 0.09
H 3.6974 -1.7915 -5.3769 0.08
H 1.3302 -2.5501 -5.6948 0.09
H -0.3980 -1.9168 -4.0623 0.11
C -1.3381 5.0172 4.5865 -0.12
C -0.0397 4.2263 4.4562 -0.27
C 0.5575 4.2628 3.0502 -0.31
C -0.2017 3.4598 1.9884 -0.36
Ge 0.0913 1.4871 2.0335 0.84
C -0.8626 0.6979 3.6175 -0.40
C -3.4667 0.8967 3.4133 -0.17
C -4.1974 1.9834 2.6355 -0.26
C -5.4436 1.4466 1.9432 -0.11
H -1.7413 4.9596 5.5998 0.06
H -2.1088 4.6542 3.9055 0.05
H -1.1695 6.0721 4.3528 0.07
H -0.1989 3.1870 4.7612 0.08
H 0.6895 4.6397 5.1598 0.10
H 1.5824 3.8839 3.0976 0.08
H 0.6344 5.3152 2.7432 0.10
H 0.1659 3.7425 0.9979 0.04
H -1.2692 3.7024 1.9799 0.04
H 1.5819 1.4355 2.5509 -0.04
H -0.1362 0.8735 4.4174 0.09
H 0.0826 -1.1635 3.3541 0.08
H -4.1381 0.4742 4.1663 0.12
H -3.2539 0.0857 2.7214 0.05
H -3.5137 2.4058 1.8909 0.10
H -4.4618 2.8043 3.3120 0.11
H -5.1808 0.6435 1.2507 0.07
H -5.9615 2.2239 1.3782 0.06
H -6.1459 1.0329 2.6715 0.07
```

Summary:
* LUMO level: 2.803 eV
* energy relative to the best compared isomer or geometry (same formula, charge and spin): 22.48 kcal per mole
* spin multiplicity: 1
* HOMO level: -4.32 eV
* charge: -1

Entry 4:
Entry from the OMol25 dataset: 10 unconnected molecules or ions with the total composition C35H50O30 at a distorted geometry (ωB97M-V/def2-TZVPD).

Structure (XYZ):
```
115
Properties=species:S:1:pos:R:3:lowdin_charge:R:1
C 4.8917 0.8677 2.4757 -0.08
C 3.6826 0.5896 1.6118 -0.16
O 2.6501 1.3045 2.2128 0.06
C 3.0880 1.8935 3.3513 -0.55
O 2.5016 2.6251 4.1519 0.11
O 4.3833 1.8638 3.3771 0.10
H 5.7891 1.0493 1.8842 0.13
H 5.1502 -0.0114 3.0660 0.12
H 3.4699 -0.4792 1.5888 0.11
H 3.8453 0.8300 0.5611 0.12
C 0.6329 -6.9737 -1.0859 -0.09
C 1.0918 -5.9976 -0.0519 -0.13
O 1.7825 -6.8412 0.8318 0.12
C 1.1129 -7.9308 0.8225 -0.60
O 0.8623 -8.5821 1.9092 0.06
O 0.5293 -8.1640 -0.3061 0.10
H 1.3673 -7.0702 -1.8856 0.13
H -0.3793 -6.8191 -1.4596 0.14
H 0.3440 -5.3719 0.4352 0.13
H 1.6710 -5.1528 -0.4247 0.13
C 2.1457 2.1282 -3.2523 -0.17
C 3.5878 2.0414 -3.5973 -0.13
O 3.5168 1.3050 -4.7671 0.03
C 2.4303 0.4618 -4.7381 -0.45
O 2.1232 -0.3916 -5.5776 0.12
O 1.5460 1.0199 -3.8359 0.05
H 1.5952 3.0281 -3.5269 0.13
H 2.0275 2.0416 -2.1722 0.12
H 4.0556 1.3656 -2.8813 0.14
H 4.0999 2.9010 -4.0297 0.15
C 0.4738 0.1672 0.2067 -0.14
C -0.8944 -0.3245 -0.3069 -0.10
O -0.6661 -1.6548 0.0214 0.09
C 0.1916 -1.8690 0.9664 -0.65
O 0.4250 -2.8867 1.5012 0.17
O 0.8786 -0.7595 1.1639 0.08
H 0.3699 1.1636 0.6361 0.10
H 1.1981 0.3812 -0.5793 0.12
H -0.8301 -0.1383 -1.3790 0.13
H -1.7516 0.1526 0.1681 0.12
C 0.8031 -1.1942 4.6279 -0.09
C 0.8407 -1.7275 6.0802 -0.04
O 2.1155 -1.1899 6.3776 0.10
C 2.8762 -1.1367 5.3799 -0.64
O 4.1148 -1.0717 5.4734 0.10
O 2.1912 -1.2113 4.2561 0.08
H 0.5096 -0.1584 4.4578 0.12
H 0.0885 -1.6565 3.9470 0.12
H 0.9123 -2.8129 6.0103 0.14
H 0.0414 -1.3929 6.7414 0.14
C -4.6205 -1.8858 0.5387 0.00
C -4.2749 -2.8776 1.6695 -0.28
C -3.7207 -2.1195 2.8643 -0.11
O -4.3743 -2.7432 3.9550 0.08
C -5.4287 -3.4511 3.5655 -0.56
O -6.1339 -4.1231 4.3390 0.10
O -5.4203 -3.5660 2.2497 0.09
H -5.4220 -1.1779 0.7499 0.10
H -4.7752 -2.5185 -0.3352 0.09
H -3.6955 -1.3093 0.5503 0.06
H -3.5512 -3.6553 1.4253 0.16
H -4.0370 -1.0910 2.6903 0.12
H -2.6444 -2.2173 3.0062 0.14
C -1.5942 2.2445 -5.4202 -0.01
C -2.6348 2.4779 -4.3630 -0.30
C -4.0835 1.9592 -4.7551 0.00
O -4.3187 0.9338 -3.7065 0.10
C -3.2643 0.7841 -2.9663 -0.60
O -3.2385 0.0609 -1.9697 0.11
O -2.2885 1.5449 -3.3716 0.08
H -1.7134 3.1158 -6.0641 0.09
H -1.6818 1.3983 -6.1017 0.10
H -0.6026 2.2988 -4.9708 0.08
H -2.6317 3.4534 -3.8768 0.13
H -4.0184 1.5406 -5.7595 0.13
H -4.7031 2.8543 -4.7009 0.13
C -3.5718 5.8649 -2.0788 0.01
C -2.0281 5.7068 -1.7374 -0.30
C -1.5675 6.3284 -0.4640 -0.09
O -1.2827 5.1697 0.3320 0.08
C -1.0992 4.1131 -0.4660 -0.58
O -0.5825 3.0627 -0.1548 0.15
O -1.5030 4.4106 -1.6556 0.12
H -3.7142 6.9408 -2.1794 0.08
H -4.2980 5.4872 -1.3591 0.09
H -3.8381 5.5934 -3.1003 0.07
H -1.4796 6.3429 -2.4320 0.15
H -2.1923 7.1228 -0.0557 0.14
H -0.6614 6.9293 -0.5408 0.14
C -0.4427 3.5617 3.5300 -0.05
C -1.6376 3.1993 4.2733 -0.33
C -2.8839 2.8649 3.3578 -0.06
O -3.3446 1.7651 4.0774 0.06
C -2.4078 1.2314 4.8680 -0.54
O -2.3547 0.0985 5.3165 0.13
O -1.2869 1.9484 4.8070 0.09
H -0.6911 4.1924 2.6764 0.08
H 0.0884 2.7341 3.0598 0.08
H 0.4245 3.8550 4.1216 0.08
H -1.7399 4.0440 4.9546 0.16
H -2.5650 2.6300 2.3424 0.13
H -3.5453 3.7118 3.5408 0.14
C 4.0079 -3.0591 -5.1767 0.00
C 3.8848 -3.3146 -3.6101 -0.25
C 5.2472 -3.3475 -2.9242 -0.11
O 4.9785 -2.7584 -1.6969 0.07
C 3.8543 -2.0989 -1.6252 -0.51
O 3.3687 -1.6701 -0.5810 0.14
O 3.3015 -2.2046 -2.8759 0.06
H 3.0694 -3.4575 -5.5621 0.07
H 4.7722 -3.7203 -5.5851 0.08
H 4.0006 -2.0484 -5.5848 0.07
H 3.4660 -4.3035 -3.4237 0.15
H 6.0146 -2.7289 -3.3895 0.14
H 5.6291 -4.3384 -2.6785 0.14
```

Summary:
* SMILES string: C[C@H]1COC(=O)O1.C[C@H]1COC(=O)O1.C[C@H]1COC(=O)O1.C[C@H]1COC(=O)O1.C[C@H]1COC(=O)O1.O=C1OCCO1.O=C1OCCO1.O=C1OCCO1.O=C1OCCO1.O=C1OCCO1
* LUMO level: -0.449 eV
* energy relative to the best compared isomer or geometry (same formula, charge and spin): 137.74 kcal per mole
* spin multiplicity: 1
* HOMO level: -9.78 eV

We obtain E values of -310573.253 -248672.836 -110566.563 -98525.685 eV for the records listed above, in that order.